{"formula": "C36H47BBr2HgN10OP", "method": "ωB97M-V/def2-TZVPD", "gap_ev": [5.99, 7.80], "relative_energy_kj_mol": 58.78, "total_energy_ev": -209270.2574, "s2": 0.752, "charge": 0, "homo_ev": [-6.068, -7.991], "multiplicity": 2, "species": ["C", "N", "H", "H", "H", "C", "N", "H", "C", "H", "H", "C", "C", "H", "H", "H", "C", "N", "H", "C", "H", "H", "H", "H", "H", "H", "C", "H", "C", "H", "H", "C", "C", "C", "N", "O", "H", "C", "N", "Br", "B", "H", "H", "H", "C", "H", "C", "H", "N", "H", "H", "C", "H", "C", "N", "C", "C", "H", "H", "C", "H", "H", "P", "N", "H", "H", "C", "N", "H", "C", "C", "Br", "C", "H", "H", "H", "C", "H", "H", "C", "C", "H", "N", "C", "C", "C", "C", "C", "Hg", "C", "C", "C", "H", "H", "C", "H", "H", "H", "H"], "positions_angstrom": [[-3.43575, 3.65332, 0.70505], [-3.41605, -0.40966, -0.25413], [1.45043, -2.49512, -2.38006], [-0.53251, -4.24800, -2.11772], [-3.85974, 4.25507, -0.10352], [-5.17154, 0.34206, 1.18234], [-0.94334, -2.30116, 1.78894], [-2.24912, -4.67126, -1.88998], [-1.14669, 3.01918, -4.32401], [-7.11240, 0.54629, 0.28373], [3.22494, -4.54117, -1.84800], [-3.74287, -1.03069, -2.55727], [-0.50485, -3.60996, 3.51716], [4.32117, 0.51396, 4.02936], [-3.55334, 2.60199, 0.44545], [0.57171, 4.34147, 4.02720], [2.54530, 0.78241, -3.92684], [1.25433, -2.41347, -0.31154], [-1.35086, -3.79569, -0.62669], [1.27594, 3.51416, 0.71285], [-3.24408, 1.15152, 3.66118], [0.85090, 2.60687, -4.96479], [2.28172, 1.05560, -4.93705], [-1.46502, 3.89659, -0.04121], [0.87898, 4.40135, 0.21285], [-2.44268, 6.09402, 0.58208], [-1.87753, -3.50957, 3.44427], [-4.03376, 3.84370, 1.59735], [3.13764, 0.02160, -1.38887], [-2.41351, 1.93256, -1.40935], [-3.80187, -3.04746, -1.94456], [-1.63554, 2.61314, 3.68544], [-2.57698, 3.69807, 4.19901], [-1.85501, -2.57843, -2.27640], [2.17933, -1.44733, 2.55898], [-1.03665, -1.74135, -2.62143], [3.17129, -4.69401, 0.89370], [-2.20691, 1.22588, 3.99864], [-3.19911, -2.35745, -2.36165], [4.92639, -0.22542, -5.09730], [1.53568, -2.80744, 2.19065], [-1.63683, 0.42612, 3.52203], [3.31145, -2.02828, 4.24112], [-3.08588, 3.27151, -3.41398], [2.64399, -4.03718, 0.22344], [3.01551, 1.50956, 1.82762], [3.57963, 0.03258, 3.41680], [1.96991, 4.72390, 3.03816], [1.79582, -3.10992, 0.70304], [0.40702, 5.43046, 2.65550], [0.12715, -4.15482, 4.19714], [1.76357, -2.90454, -1.43232], [-3.09360, 0.06520, 1.70407], [-6.07414, 0.27871, 0.13609], [1.99071, 0.65164, -1.61006], [0.37959, 1.71009, -3.05106], [4.06315, -0.25230, -2.38623], [2.35608, 3.65387, 0.80721], [-3.02651, -2.35213, 1.90942], [2.90824, 0.54536, 2.29893], [1.12329, 2.45869, 2.55583], [-5.47383, 0.66146, 2.17059], [-1.08998, 2.67920, 1.88780], [-0.51781, 1.56365, -2.08019], [2.08693, -3.65293, 2.84755], [-2.16000, 4.69771, 4.09077], [-2.09656, 2.84538, -3.33323], [2.06271, -0.34512, 1.79430], [-3.53784, 3.66686, 3.68362], [0.89570, 4.52284, 3.00224], [2.66011, -3.94447, -1.15364], [-1.56019, 4.04084, -5.85819], [-2.09177, -2.67835, 2.33673], [3.31280, -0.29189, -0.36732], [1.10269, 2.64836, 0.06929], [-2.20512, 1.04752, 5.07652], [3.07902, -1.24611, 3.53896], [-0.69940, 2.70072, 4.24303], [-4.52096, -1.04558, -3.32297], [-5.62691, -0.14150, -1.10909], [-1.84703, 5.50577, 1.28631], [-2.91672, -0.41038, -2.90702], [0.02913, -2.88142, 2.51865], [0.10727, 2.45392, -4.19769], [-4.29059, -0.48799, -1.25836], [3.74150, 0.13753, -3.67097], [0.63968, 3.32247, 2.08958], [-1.96819, 4.02499, 0.92666], [-0.17630, -0.33483, -0.01093], [-1.71836, 2.10469, -2.22386], [1.69655, 1.02991, -2.85279], [-1.48110, -3.92043, -1.70486], [-6.30369, -0.21252, -1.95067], [-2.21850, 5.72552, 2.28608], [-3.84897, -0.00031, 0.93074], [4.98355, -0.77143, -2.16406], [-0.82235, 5.86259, 1.21350], [-2.60984, -3.97117, 4.08277], [-2.77700, 3.53724, 5.26174]], "atomic_forces_ev_per_a": [[0.02, 0.00, 0.00], [-0.01, -0.04, -0.07], [-0.02, 0.01, -0.01], [0.02, -0.01, -0.02], [-0.01, 0.01, 0.01], [-0.01, 0.03, 0.00], [0.02, 0.02, -0.02], [0.00, -0.01, 0.02], [-0.03, 0.02, 0.00], [-0.01, 0.00, 0.00], [0.01, -0.01, -0.01], [-0.01, -0.02, 0.01], [-0.07, -0.02, -0.01], [0.01, 0.00, 0.02], [-0.02, -0.04, -0.01], [-0.03, 0.00, 0.01], [-0.02, -0.02, 0.01], [-0.04, 0.09, -0.12], [0.02, 0.01, 0.02], [0.00, -0.02, 0.02], [-0.02, -0.01, -0.05], [0.00, 0.00, -0.01], [-0.01, 0.00, -0.01], [-0.01, -0.01, 0.00], [-0.01, 0.01, -0.02], [-0.01, 0.01, 0.00], [0.02, 0.01, -0.01], [-0.02, -0.01, 0.01], [0.02, 0.02, -0.03], [-0.01, -0.01, 0.02], [0.02, 0.01, 0.01], [-0.05, 0.00, -0.04], [0.04, 0.00, 0.05], [0.02, 0.02, 0.03], [0.00, -0.03, -0.02], [0.00, -0.01, -0.03], [0.00, -0.01, 0.03], [-0.03, 0.03, 0.02], [-0.05, -0.01, -0.05], [-0.01, 0.00, 0.01], [-0.03, 0.09, 0.02], [0.03, 0.00, 0.02], [0.00, -0.04, 0.00], [-0.01, 0.01, 0.00], [0.02, -0.02, -0.06], [-0.02, 0.04, 0.00], [-0.02, -0.01, 0.00], [0.01, 0.00, 0.02], [0.04, -0.07, -0.01], [0.04, -0.01, 0.01], [0.03, -0.01, 0.00], [0.04, -0.01, -0.01], [0.00, -0.01, 0.03], [0.00, 0.00, 0.00], [0.00, 0.04, 0.00], [-0.03, 0.03, 0.02], [-0.02, 0.00, -0.01], [0.01, 0.02, 0.00], [0.00, 0.02, -0.01], [-0.04, 0.02, 0.01], [0.03, -0.04, -0.01], [0.00, 0.00, 0.01], [-0.03, 0.06, 0.02], [0.04, -0.06, -0.05], [0.00, 0.01, 0.02], [0.02, 0.00, 0.01], [0.03, 0.00, -0.02], [-0.02, 0.00, -0.07], [0.00, 0.03, -0.01], [0.01, -0.02, 0.01], [-0.01, 0.01, 0.01], [0.00, -0.01, 0.01], [-0.04, 0.02, 0.02], [0.01, -0.01, 0.04], [0.01, -0.01, -0.02], [-0.02, 0.01, 0.01], [0.06, 0.03, 0.03], [0.05, -0.03, -0.05], [0.01, 0.01, 0.00], [0.03, 0.01, -0.01], [-0.01, 0.00, -0.02], [-0.02, 0.01, 0.00], [0.01, -0.03, 0.02], [0.01, -0.01, 0.02], [-0.03, 0.03, -0.01], [0.03, -0.01, 0.00], [0.01, -0.01, -0.02], [0.00, -0.01, 0.02], [0.06, -0.09, 0.27], [0.00, 0.03, 0.00], [-0.01, -0.02, -0.01], [0.03, 0.01, 0.00], [-0.01, 0.00, -0.01], [0.00, 0.00, 0.00], [0.04, 0.03, 0.01], [0.01, 0.00, 0.01], [-0.02, 0.00, -0.01], [0.00, -0.01, 0.02], [-0.02, 0.00, 0.01]], "lowdin_charge": [-0.1297, 0.1086, 0.0999, 0.0741, 0.0786, -0.0631, 0.0031, 0.0787, -0.6741, 0.1076, 0.0867, -0.1208, -0.0961, 0.0850, 0.0318, 0.0641, -0.0597, -0.0181, 0.0769, -0.1378, 0.0585, 0.1017, 0.1002, 0.0723, 0.0708, 0.0777, -0.0737, 0.0650, -0.1310, 0.0871, 0.1370, -0.5425, -0.1133, -0.5428, -0.0406, -0.0199, 0.1142, -0.1393, 0.0660, 0.7607, -0.5452, 0.0525, 0.1129, 0.1050, -0.0832, 0.0879, -0.0691, 0.0788, -0.0300, 0.0515, 0.1124, -0.1989, 0.0610, -0.0625, 0.0864, -0.2037, -0.0926, 0.0740, 0.0803, -0.1907, 0.0674, 0.1045, 1.0631, 0.0757, 0.1134, 0.0570, -0.0922, 0.0172, 0.0616, -0.1023, -0.0640, 0.7644, -0.1884, 0.0932, 0.0305, 0.0788, -0.0959, 0.0858, 0.1197, -0.0230, -0.1067, 0.1077, -0.0419, -0.0551, -0.2749, -0.6751, -0.5720, -0.5535, 0.9149, -0.1451, -0.2122, 0.0072, 0.1087, 0.0609, -0.1815, 0.1075, 0.0513, 0.0842, 0.0787]}